{
  "formula": "C11H15IO",
  "method": "ωB97M-V with the def2-TZVPD basis set",
  "species": ["C", "C", "C", "C", "C", "C", "C", "C", "C", "C", "C", "O", "I", "H", "H", "H", "H", "H", "H", "H", "H", "H", "H", "H", "H", "H", "H", "H"],
  "coordinates": [[1.33746, -3.31649, -0.02615], [0.97274, -2.82774, 1.27531], [0.71869, -2.79655, -1.13556], [0.22360, -1.61617, 1.29518], [0.10855, -1.53083, -1.07575], [-0.19299, -0.98591, 0.20246], [-1.15803, 2.70571, -0.89800], [0.97393, 1.39585, -1.08155], [-0.82751, 1.21992, 1.69273], [-0.55553, 1.30754, -0.94647], [-0.91335, 0.39121, 0.18816], [0.46668, 1.75383, 2.02287], [-2.91350, -0.17719, -0.04491], [1.66064, -4.35660, -0.14377], [1.46584, -3.10297, 2.20570], [0.96993, -3.34880, -2.02150], [0.00474, -1.20772, 2.25160], [-0.15633, -1.09953, -2.01251], [-0.45215, 3.23497, -0.27062], [-2.12039, 2.71972, -0.23551], [-1.26836, 3.18846, -1.80628], [1.41439, 1.91774, -0.29438], [1.25469, 0.34259, -1.25130], [1.26933, 1.88242, -2.04259], [-1.20589, 0.44359, 2.43370], [-1.50386, 2.12068, 1.67621], [-0.76311, 0.72191, -1.85453], [1.18979, 1.02033, 1.89744]],
  "forces_ev_per_angstrom": [[-2.0, -1.6, 2.9], [0.9, 1.7, -2.0], [0.7, 1.7, 0.0], [1.4, -2.4, 2.2], [0.1, -2.1, 0.9], [-0.3, 2.3, -4.0], [-1.2, -1.4, 3.9], [-0.7, -1.0, -2.5], [-0.3, -1.3, -1.2], [1.2, -0.3, -1.6], [0.7, 0.8, 3.3], [1.1, -2.5, -0.7], [-1.5, -0.1, 0.1], [0.8, 0.5, 0.3], [-0.4, -0.6, -0.3], [-0.4, 0.3, -0.8], [-0.2, 0.3, 0.7], [-0.5, 0.4, -0.3], [0.1, 0.7, 0.0], [1.3, 0.0, -1.7], [-0.4, 0.8, -1.8], [1.0, 0.5, 1.4], [0.9, 0.8, 0.7], [-0.4, 0.0, 0.7], [0.5, 1.2, -0.6], [0.6, -1.2, 0.0], [-0.8, 0.7, 0.0], [-2.2, 1.9, 0.4]],
  "lowdin_charge": [-0.0907, -0.0230, -0.0807, -0.0806, -0.0633, -0.3437, -0.0697, -0.0548, -0.2381, -0.5102, -0.7424, -0.1077, 1.0237, 0.1025, 0.0999, 0.1007, 0.0960, 0.1019, 0.0752, 0.0830, 0.0542, 0.0517, 0.0688, 0.1030, 0.0972, 0.1061, 0.1005, 0.1406],
  "homo_ev": -8.78,
  "lumo_energy_ev": 0.5,
  "gap_ev": 9.244,
  "e_above_lowest_kj_mol": 17.8
}